1.
ORCA calculation (wB97M-V/def2-TZVPD) on a 9-piece molecular cluster, C40H100N6O9 overall.

Last column: Löwdin charge in e.
Cartesian coordinates (Å):
C 8.2606 14.0818 18.8086  -0.02
C 6.7973 13.6694 18.9216  -0.52
C 6.3019 13.6544 20.3795  -0.03
C 6.0162 14.7278 18.1727  -0.16
C 6.1277 14.7192 16.6316  -0.16
C 5.6011 13.3370 16.1798  -0.15
C 6.3767 12.1969 16.8025  -0.46
C 5.4606 10.9701 16.5587  -0.04
C 7.7304 11.9486 16.0350  -0.01
N 6.5016 12.3820 18.2879  -0.15
O 7.0557 11.3417 18.9240  0.00
H 8.3952 14.9108 19.5034  0.09
H 8.8795 13.2571 19.1621  0.08
H 8.5702 14.3969 17.8121  0.07
H 6.1038 14.6144 20.8562  0.08
H 5.2949 13.2373 20.3889  0.08
H 6.9028 13.1146 21.1114  0.08
H 4.9555 14.7156 18.4232  0.12
H 6.3367 15.7074 18.5273  0.12
H 5.4827 15.5019 16.2323  0.11
H 7.1363 14.9482 16.2875  0.10
H 5.7978 13.3637 15.1080  0.12
H 4.5360 13.3178 16.4106  0.12
H 5.8699 10.1446 17.1411  0.06
H 5.3932 10.5794 15.5434  0.08
H 4.4475 11.1515 16.9176  0.07
H 7.4852 11.5123 15.0667  0.06
H 8.2862 11.1931 16.5904  0.07
H 8.3133 12.8625 15.9202  0.07
H 6.3602 11.1262 19.5497  0.11
C 1.8981 9.2792 14.3405  -0.02
C 0.8305 9.5368 15.3993  -0.51
C 0.6715 10.9742 15.7979  -0.03
C -0.5613 9.0066 14.8731  -0.09
C -1.6465 8.6616 15.9739  -0.19
C -1.0599 7.7182 16.9748  -0.16
C 0.2679 8.2670 17.6132  -0.43
C -0.0888 9.2955 18.7591  -0.02
C 0.8721 6.9593 18.2502  -0.04
N 1.2384 8.7902 16.6011  -0.15
O 2.4419 9.1551 17.1365  -0.01
H 1.9269 8.2374 14.0212  0.09
H 1.6435 9.8589 13.4532  0.09
H 2.8292 9.6228 14.7912  0.07
H 1.5985 11.4802 16.0677  0.08
H 0.2369 11.4927 14.9433  0.09
H -0.0386 11.1050 16.6146  0.07
H -1.0495 9.7578 14.2523  0.11
H -0.4422 8.0749 14.3199  0.11
H -2.0782 9.5659 16.4026  0.10
H -2.4581 8.1264 15.4808  0.11
H -0.7816 6.8571 16.3673  0.11
H -1.8776 7.3803 17.6114  0.12
H -0.5189 10.1968 18.3223  0.06
H 0.8057 9.5939 19.3059  0.07
H -0.8404 8.8409 19.4045  0.08
H 1.1676 6.2206 17.5051  0.07
H 0.1868 6.4755 18.9461  0.08
H 1.7946 7.1570 18.7961  0.07
H 2.2148 9.9895 17.5535  0.08
C 6.0587 0.8077 20.3452  -0.11
O 5.0438 1.4282 19.5678  -0.19
C 4.9604 0.9526 18.1996  -0.15
C 6.0474 1.5730 17.2519  -0.44
C 6.3446 3.0278 17.4757  -0.05
N 5.6291 1.4235 15.8792  0.05
H 6.1112 1.0202 21.4130  0.08
H 7.0367 1.0719 19.9431  0.08
H 5.9938 -0.2721 20.2113  0.08
H 4.9029 -0.1253 18.0486  0.12
H 4.0316 1.3611 17.8012  0.10
H 6.9160 0.9384 17.4276  0.13
H 6.6661 3.3188 18.4758  0.08
H 5.4678 3.5708 17.1229  0.06
H 7.1074 3.3082 16.7494  0.06
H 6.2342 1.8006 15.1639  0.05
H 4.6636 1.5521 15.6124  0.05
C 8.1252 0.6361 11.2071  -0.12
O 8.9058 1.7204 11.5671  -0.20
C 8.9638 1.8813 12.9559  -0.20
C 9.6850 3.2286 13.2480  -0.42
C 11.1274 3.2188 12.7134  -0.06
N 9.7758 3.4282 14.6951  0.04
H 8.8419 -0.1700 11.0500  0.09
H 7.5438 0.8911 10.3210  0.09
H 7.3925 0.3575 11.9644  0.08
H 7.9232 1.8711 13.2800  0.10
H 9.5113 1.0807 13.4533  0.13
H 9.1697 4.1048 12.8545  0.13
H 11.6245 4.1354 13.0306  0.07
H 11.1708 3.0664 11.6350  0.08
H 11.5958 2.3346 13.1457  0.08
H 10.5393 4.0852 14.7699  0.04
H 9.0006 3.9540 15.0728  0.05
C 12.5654 10.9738 11.8728  -0.13
O 11.8412 9.9931 12.5304  -0.20
C 10.6098 9.6568 11.8801  -0.18
C 9.8446 8.8425 12.9362  -0.43
C 8.4447 8.4335 12.4978  -0.05
N 9.7092 9.6368 14.1843  0.06
H 13.4905 11.1165 12.4313  0.09
H 12.0103 11.9077 11.9612  0.09
H 12.8452 10.7540 10.8425  0.09
H 10.0448 10.5516 11.6191  0.13
H 10.7133 9.0503 10.9804  0.13
H 10.4201 7.9424 13.1524  0.13
H 8.5123 7.9531 11.5217  0.08
H 7.7972 9.3091 12.4517  0.08
H 8.0000 7.6446 13.1045  0.06
H 9.0728 10.3340 13.8251  0.05
H 10.6337 10.0335 14.2742  0.07
C 11.7426 7.0380 19.0808  -0.10
O 11.0224 6.1306 18.2534  -0.19
C 9.6170 6.3697 18.2439  -0.18
C 9.3199 7.4855 17.2244  -0.38
C 7.8722 7.9853 17.4100  -0.06
N 9.3468 6.9912 15.8096  0.05
H 12.7803 6.8611 18.7979  0.09
H 11.6230 6.7655 20.1294  0.08
H 11.4283 8.0772 18.9835  0.08
H 9.1653 5.4114 17.9875  0.12
H 9.1744 6.5492 19.2237  0.12
H 9.8909 8.4140 17.2225  0.13
H 7.7825 8.4643 18.3850  0.08
H 7.2027 7.1284 17.3349  0.06
H 7.7028 8.7691 16.6717  0.06
H 10.2492 6.5927 15.5926  0.07
H 9.3206 7.8336 15.2531  0.02
C 4.6846 6.5641 16.1153  -0.04
C 5.5186 6.9180 14.8279  -0.24
O 6.6722 6.0404 14.7337  -0.14
H 4.5145 5.4996 16.2768  0.05
H 3.7138 7.0509 16.0214  0.05
H 5.2129 6.9603 16.9825  0.05
H 5.9525 7.9162 14.8852  0.10
H 4.8797 6.8455 13.9477  0.10
H 7.3825 6.4393 15.2416  0.01
C 4.0670 3.6353 11.6157  -0.07
C 5.2544 4.2288 12.3847  -0.29
O 5.1926 3.8251 13.7387  -0.09
H 4.2516 2.5614 11.6435  0.08
H 3.8891 3.9340 10.5826  0.08
H 3.1270 3.6880 12.1649  0.07
H 5.1838 5.3165 12.3722  0.09
H 6.1926 4.0252 11.8687  0.11
H 5.7330 4.4430 14.2365  0.04
C 1.3694 2.1575 16.4498  -0.07
C 2.3233 3.0535 15.5843  -0.28
O 2.7891 2.3755 14.3952  -0.11
H 0.4283 1.9411 15.9442  0.07
H 1.1598 2.6137 17.4172  0.07
H 1.7834 1.1647 16.6263  0.06
H 3.2768 3.4005 15.9825  0.08
H 1.7225 3.9199 15.3077  0.10
H 3.4900 2.9396 14.0604  0.01

Cartesian forces, eV/Å:
C 0.3 -0.3 1.0
C 0.2 0.4 -0.9
C -0.6 -0.3 0.3
C -0.5 1.4 -0.6
C -0.6 -0.7 1.2
C 1.4 2.2 -0.2
C -0.2 -0.8 -0.3
C 0.6 -0.7 1.0
C -1.0 -0.1 1.0
N -2.2 2.4 -2.3
O 1.2 -1.8 1.2
H 0.3 0.2 -0.1
H 0.2 0.0 -0.1
H -0.1 -0.2 0.0
H 0.5 0.5 -0.5
H -0.1 -0.5 -0.1
H 0.2 -0.3 -0.3
H -0.2 -0.4 0.0
H 0.2 0.1 0.2
H 0.0 0.1 0.0
H 0.1 -0.2 0.0
H -0.5 -0.7 -0.2
H 0.0 -0.3 -0.1
H -0.1 -0.2 0.1
H 0.2 0.5 -0.2
H 0.0 0.1 0.0
H 0.1 0.2 -0.1
H 0.2 0.1 0.0
H 0.1 -0.1 0.0
H 0.2 -0.7 0.3
C -0.5 0.8 0.1
C -1.0 -1.2 0.8
C -0.4 1.1 -0.8
C -0.7 -0.2 1.5
C 0.8 0.6 -1.2
C 0.9 0.7 -1.1
C -0.4 -1.1 1.2
C 0.3 -0.5 -1.2
C 0.7 0.8 0.1
N -2.5 -3.1 -0.8
O 0.2 0.6 0.4
H 0.1 0.0 0.4
H 0.3 0.2 -0.1
H 0.3 -0.2 -0.5
H 0.2 -0.1 -0.1
H 0.2 0.4 0.0
H 0.0 -0.2 0.0
H 0.5 0.0 -0.4
H 0.3 0.1 -0.2
H 0.1 0.1 0.2
H -0.2 0.2 -0.2
H 0.2 -0.3 0.2
H 0.6 0.1 0.9
H -0.1 0.0 0.1
H -0.1 -0.2 0.2
H 0.2 0.1 0.2
H -0.3 0.2 -0.3
H -0.2 0.2 0.0
H 0.0 0.2 0.1
H 0.7 0.6 0.6
C 0.7 -0.7 -1.3
O -0.2 -0.5 -0.2
C 0.2 1.9 -0.4
C -0.4 -0.8 0.5
C 0.1 0.4 0.0
N -0.1 -1.3 -0.6
H -0.9 0.5 -0.2
H 0.3 0.2 0.0
H -0.1 -0.3 0.2
H 0.3 -0.2 0.5
H -0.4 0.0 0.4
H 0.5 0.2 -0.2
H -0.2 0.0 0.0
H -0.2 0.3 0.5
H 0.3 0.1 0.1
H 0.0 0.1 0.3
H 0.0 0.2 0.3
C 0.0 -0.6 -0.4
O 0.3 1.0 -0.1
C 0.3 1.6 -0.1
C -0.1 -0.4 0.1
C -0.8 -0.8 0.0
N 0.6 0.0 0.3
H -0.5 -0.6 -0.3
H 0.3 -0.2 -0.3
H 0.0 -0.1 0.3
H -0.1 0.2 0.7
H 0.1 -0.2 0.1
H -0.4 -0.3 -0.7
H 0.2 -0.1 -0.2
H -0.1 0.4 0.0
H 0.4 0.2 0.2
H 0.3 0.0 0.6
H -0.5 -0.1 -0.1
C 0.6 0.9 0.5
O -0.7 -1.1 -0.7
C -0.1 -0.7 1.2
C -0.5 -0.2 0.3
C 0.5 -0.5 -0.6
N 0.0 -0.9 -1.1
H 0.1 -0.1 0.0
H 0.0 0.3 -0.5
H -0.3 -0.2 -0.2
H -0.1 0.3 0.0
H 0.5 0.0 -0.2
H 0.2 -0.1 0.0
H -0.1 0.3 -0.3
H -0.2 -0.1 -0.1
H 0.0 0.3 0.5
H 0.0 0.8 0.8
H 0.0 0.6 0.5
C 0.0 -0.9 -0.1
O -0.3 0.2 0.6
C 0.9 0.4 -0.9
C -2.1 -0.3 -0.9
C 0.9 -0.1 0.4
N 0.0 -0.3 0.8
H 0.0 0.5 0.1
H 0.0 -0.1 0.2
H 0.1 0.1 -0.4
H -0.1 0.1 -0.7
H 0.4 0.6 0.4
H 0.8 -0.3 0.9
H -0.2 -0.1 0.1
H -0.2 0.3 -0.1
H -0.4 -0.2 -0.2
H 0.3 -0.3 0.2
H -0.1 0.4 -0.3
C 0.5 0.9 -1.0
C 0.3 -0.9 1.6
O -1.3 -0.1 -0.8
H 0.2 0.0 -0.4
H -0.1 0.1 0.3
H -0.3 0.0 0.1
H -0.5 0.3 0.1
H 0.3 -0.2 -0.2
H 0.8 -0.1 0.2
C 0.3 -1.2 0.8
C -1.0 1.4 -0.9
O -0.1 -0.8 -0.4
H 0.0 -0.3 -0.5
H 0.4 0.3 0.1
H 0.0 0.6 0.1
H -0.1 0.3 -0.1
H 0.2 -0.5 0.3
H 0.5 0.3 0.4
C 1.2 0.0 -0.5
C -0.4 -0.8 -0.6
O -1.2 -0.4 0.5
H 0.0 0.5 -0.2
H 0.0 0.1 -0.1
H 0.4 0.1 0.1
H -0.4 0.1 1.3
H 0.1 0.3 -0.1
H 0.5 0.1 -0.2

## Properties
Lowest unoccupied orbital energy: 0.37 eV
Kohn-Sham gap: 8.54 eV
E_HOMO: -8.2 eV
Spin multiplicity: 1
Relative energy (zero: lowest compared OMol25 entry of this formula, charge and spin): 0.000 eV
SMILES: CC1(C)CCCC(C)(C)N1O.CC1(C)CCCC(C)(C)N1O.COC[C@H](C)N.COC[C@H](C)N.COC[C@H](C)N.COC[C@H](C)N.CCO.CCO.CCO

---

2.
ORCA calculation (wB97M-V/def2-TZVPD) on C6H18AgO8PS as an isolated structure.

Last column: Löwdin charge in e.
Cartesian coordinates (Å):
Ag 0.2130 2.1585 -3.4482  0.87
O 1.0876 1.2449 -1.6582  -0.01
H 1.5681 0.4396 -1.3839  0.03
O 1.2829 -2.5390 -1.1870  -0.21
S 1.7267 -2.6681 0.1986  0.76
O 1.0197 -3.5570 1.1404  -0.18
O 3.2978 -2.9683 0.2443  -0.10
C 3.8376 -3.4511 1.4027  -0.25
C 5.3159 -3.5825 1.4217  0.02
C 1.7648 -0.9509 0.9840  -0.02
H 3.4712 -4.4581 1.6021  0.18
H 3.6685 -2.7660 2.2334  0.19
H 5.6149 -4.0943 0.5070  0.13
H 5.5450 -4.0777 2.3653  0.13
H 5.8597 -2.6388 1.4651  0.12
H 0.7497 -0.5658 0.8869  0.07
H 2.5182 -0.3669 0.4555  0.08
H 1.9564 -0.9996 2.0560  0.09
C -3.1046 4.0698 -0.6920  -0.09
O -3.6737 2.7717 -0.7025  -0.23
P -2.6743 1.5136 -1.0368  0.53
O -1.7952 1.7666 -2.2024  -0.31
O -3.7860 0.2828 -1.1573  -0.22
C -5.1872 0.4653 -1.4153  -0.08
O -1.9742 1.3415 0.4041  -0.21
C -0.8528 2.0919 0.8407  -0.10
H -3.9208 4.7747 -0.5341  0.11
H -2.4315 4.1995 -1.5395  0.09
H -2.5575 4.1777 0.2446  0.08
H -5.3904 1.3243 -2.0548  0.09
H -5.7142 0.5882 -0.4691  0.10
H -5.6066 -0.4047 -1.9205  0.10
H -0.6205 2.8729 0.1168  0.08
H -0.0462 1.3994 1.0815  0.06
H -1.1619 2.6060 1.7508  0.11

Cartesian forces, eV/Å:
Ag -0.8 0.0 -0.2
O 0.4 -0.1 0.6
H -0.1 0.0 -0.5
O 1.5 -0.1 2.7
S -4.6 -0.6 -0.6
O 1.8 1.8 -1.5
O 0.8 0.7 -0.7
C 1.6 -1.2 0.1
C 0.3 0.7 -0.3
C 0.1 -0.2 0.2
H -1.3 -0.1 0.5
H -0.9 0.2 0.9
H 0.4 -0.3 0.1
H 0.2 -0.3 -0.2
H 0.1 0.2 -0.2
H -0.1 -0.3 -0.5
H -0.1 -0.1 0.0
H 0.3 -0.4 -0.1
C 0.1 0.2 1.2
O 0.8 -2.0 -1.2
P -4.5 0.3 1.6
O 0.6 -0.3 0.1
O 3.4 1.8 0.2
C -1.0 0.5 0.0
O -0.6 -1.4 -1.6
C -0.4 0.6 0.3
H 0.1 0.1 -0.9
H -0.4 0.5 -0.1
H 0.5 0.0 0.0
H 0.2 0.0 0.1
H 0.1 0.1 0.0
H 0.6 -0.2 0.1
H 0.6 -0.3 0.0
H 0.2 0.3 -0.2
H 0.1 -0.1 0.1

## Properties
Lowest unoccupied orbital energy (spin up / spin down): -7.07 / -13.32 eV
Kohn-Sham gap (spin up / spin down): 8.83 / 2.56 eV
E_HOMO (spin up / spin down): -15.9 / -15.9 eV
Spin multiplicity: 3
Charge: +2

---

3.
ORCA calculation (wB97M-V/def2-TZVPD) on CH2S3 as an isolated structure.

Last column: Löwdin charge in e.
Cartesian coordinates (Å):
C -0.2479 -0.3987 0.4801  -0.98
S -0.0606 1.3539 0.9502  0.42
S -0.0460 -0.5351 -1.3135  0.39
S 0.6390 1.3385 -1.6110  0.15
H 0.7855 -0.8146 0.7180  0.03
H -1.0700 -0.9440 0.7761  -0.01

Cartesian forces, eV/Å:
C 4.4 1.4 -0.8
S -0.6 -0.5 -0.1
S 0.0 1.5 -0.7
S -0.4 -1.1 0.0
H -1.7 -0.2 0.6
H -1.7 -1.0 1.0

## Properties
Lowest unoccupied orbital energy (spin up / spin down): -2.17 / -1.72 eV
Kohn-Sham gap (spin up / spin down): 6.19 / 6.75 eV
E_HOMO (spin up / spin down): -8.4 / -8.5 eV
Spin multiplicity: 1
Relative energy (zero: lowest compared OMol25 entry of this formula, charge and spin): 2.020 eV

---

no.,largest force on an atom (hartree/bohr)
1,0.079
2,0.093
3,0.091